The ion C6H6NS with charge -1 at a distorted geometry, computed with wB97M-V/def2-TZVPD.

Properties
**E_tot**: -18641.88589 eV
**Total charge**: -1
**Lowest unoccupied orbital energy**: 4.0 eV

```
14
Properties=species:S:1:pos:R:3:forces:R:3:nbo_charge:R:1
C 0.463024 -1.295960 -0.897618 0.2513 -0.3379 2.1983 -0.513
C 0.159310 -0.419686 0.097077 0.5161 -0.8773 -2.0338 -0.095
C 0.710293 -0.453770 1.376961 0.2999 -1.7552 1.8516 -0.449
C 0.376983 0.612797 2.154734 -1.1577 0.7956 -3.7449 0.073
N -0.216268 1.599379 1.473224 -0.7496 -2.5941 -2.9487 -0.544
S -0.968179 2.995135 1.955742 -0.5914 1.0763 0.3754 -0.411
C -0.609240 0.757456 -0.089724 1.2912 3.4918 3.3660 0.192
C -1.178890 1.468253 -1.023469 -0.9547 2.3268 2.6548 -0.461
H -0.040315 -1.236064 -1.839024 0.1499 -0.5012 -0.4897 0.189
H 1.103064 -2.086721 -0.429939 -0.4805 0.1761 -1.6665 0.191
H 0.986573 -1.416928 1.775797 0.5062 0.0237 0.2238 0.189
H 0.474427 0.701172 3.155636 0.6288 0.3933 3.0950 0.190
H -1.593615 2.498896 -0.655355 0.8097 -1.7434 -0.9278 0.254
H -1.331138 1.044821 -1.952986 -0.5192 -0.4745 -1.9537 0.195
```
Positions in Å, forces in eV/Å.

A structure of composition C6H6O at a distorted geometry, computed with wB97M-V/def2-TZVPD.

Properties
**E_tot**: -8358.43320 eV
**Lowest unoccupied orbital energy (spin up / spin down)**: 0.1 / -0.8 eV

```
13
Properties=species:S:1:pos:R:3:forces:R:3:nbo_charge:R:1
C 1.928728 -0.739700 -0.239805 0.4749 -0.7134 0.0279 -0.135
C 0.631846 -1.067007 -0.423129 -1.7244 0.2998 1.0177 -0.391
C 2.136981 0.640265 0.167862 2.9860 -1.1903 -0.6253 -0.218
C 0.060593 0.134506 0.030506 -6.7104 0.0538 -0.6707 -0.021
C 0.959739 1.228107 0.180148 -1.1474 -1.5407 0.1638 -0.331
C -2.937305 0.721798 0.210093 0.1388 1.5464 -0.0433 0.278
O -3.489412 -0.377941 0.206118 -2.4551 -1.6028 -0.6372 -0.666
H 2.634711 -1.482183 -0.269582 2.2228 -1.3677 -0.0421 0.190
H 0.058777 -2.031359 -0.500643 1.1630 1.1692 -0.1577 0.230
H 3.164087 0.939384 0.351189 -0.3278 0.6276 -0.0589 0.211
H 0.650930 2.196562 0.230011 -0.5052 2.4995 0.5910 0.219
H -1.322339 0.233638 0.192100 4.2725 0.1450 -0.1708 0.150
H -4.477335 -0.396070 -0.134873 1.6123 0.0735 0.6057 0.482
```
Positions in Å, forces in eV/Å.

In eV, the energy above the lowest of the compared OMol25 structures with the same formula, charge and spin values for the records above are, in order, 1.188 8.073.
In g mol⁻¹, the molar mass values for the records above are, in order, 124.2 94.1.